Computed, not measured: a structure of composition C64H75GeN4S4Tl, with the ωB97M-V functional and the def2-TZVPD basis.

```
149
Properties=species:S:1:pos:R:3:forces:R:3
H -5.6962 -2.8573 -2.5685 0.0 0.0 -0.1
C 2.2646 -0.5333 1.5786 0.5 -0.1 0.0
H 2.3575 -2.2384 -0.4225 0.0 -0.1 -0.1
H 4.2195 1.4670 -0.3001 0.0 -0.1 0.1
C 0.2646 4.3782 -4.1441 0.0 0.1 0.0
C 4.3298 2.3903 1.6206 0.0 -0.1 -0.1
H 1.8919 -4.5329 3.1731 0.0 0.0 0.0
C -5.0491 2.7855 1.6545 -0.1 0.0 0.0
H 3.1387 0.2498 3.8901 0.0 0.0 0.0
C 1.2731 1.3044 3.7075 0.2 0.1 0.3
C -3.2051 -4.9439 0.9431 0.2 0.3 -0.2
C 3.6987 1.6069 -2.8897 -0.1 0.0 0.0
C -2.9000 -0.4283 3.5323 -0.1 -0.1 0.1
H -5.3495 0.4966 4.1065 0.0 0.0 0.0
C 1.8940 -2.3765 -2.5180 -0.2 0.1 0.2
H -4.5535 -4.1862 -2.7265 0.0 0.0 -0.1
H 5.1279 3.2034 -3.0662 0.0 0.0 0.0
C -4.1188 3.5770 -1.0440 0.0 -0.1 0.1
C -0.2630 3.8342 -5.4750 -0.1 -0.1 0.0
H 1.6292 -2.5292 4.6657 0.0 0.0 0.0
S -5.3991 -3.8735 -0.5007 0.1 -0.1 0.0
H -0.1752 -3.5230 -0.7598 0.0 -0.1 0.0
H 0.5291 3.3691 -6.0572 0.1 -0.1 -0.1
H 1.0190 3.8483 -1.5569 -0.1 0.0 -0.1
Ge 1.5342 -0.3849 -2.6206 0.4 -0.2 -0.4
C 1.2226 -4.1106 2.4189 -0.1 0.1 -0.1
H -0.6526 4.4428 -1.4219 0.0 0.0 0.0
H -3.5931 4.0324 -1.8841 0.0 0.0 0.0
C -0.7189 1.5089 2.4694 -0.3 0.1 -0.2
H 2.6258 3.1549 -0.4482 0.1 0.0 0.0
H -5.6265 3.5613 1.1657 0.0 0.0 0.0
C -0.8006 2.3677 3.6611 0.0 0.3 0.3
C -1.7252 3.2539 4.1645 0.1 -0.2 -0.2
C -3.6625 -2.2855 -2.1052 0.3 -0.1 -0.2
C -3.5902 0.7821 2.9234 0.2 -0.1 -0.2
C 2.4579 0.9732 4.3176 -0.2 0.0 -0.2
H -2.1641 4.6288 5.7551 0.0 0.0 0.0
C 2.2428 -2.9084 -1.2718 0.1 0.1 0.0
H 2.8529 2.2420 -3.1471 0.0 0.1 0.0
C 3.5700 -2.5272 2.0448 0.0 0.0 0.0
H 3.6367 -3.5378 2.4270 0.0 0.0 0.0
C 4.9724 2.1537 -2.8394 0.0 0.1 -0.1
C -1.6265 -4.3302 -2.1314 -0.2 0.3 -0.1
S -2.1387 -2.7981 -2.9670 0.0 -0.1 0.2
H -1.5032 2.0973 -5.6607 -0.1 -0.1 0.1
H 4.5775 3.3652 1.1935 0.0 0.0 0.0
H -3.8979 -5.6647 -0.9986 0.0 -0.1 0.0
C -0.1931 -0.8618 -6.5191 0.0 0.0 -0.1
H -2.1514 -1.1513 5.4339 0.0 0.0 0.0
H -2.2984 5.3376 -0.1242 0.0 0.0 0.0
H -0.0809 4.2930 6.9875 0.0 0.0 0.0
H -3.1587 -2.5850 3.5393 0.0 0.0 0.0
C 1.9692 2.5167 6.1549 0.1 0.0 0.0
H -1.8974 -0.5077 3.1152 0.0 0.0 0.0
H -4.5355 2.6300 -1.3879 0.0 0.0 0.0
C 4.6174 -0.6265 1.0652 0.1 0.0 0.1
H 0.6448 -1.1631 4.1341 0.0 0.0 0.1
C -2.6441 4.6792 0.6767 0.1 -0.1 0.0
C -1.4243 3.9386 5.3661 0.0 0.1 0.2
H 2.2707 2.9801 7.0875 0.0 0.0 0.0
C 4.7065 -1.9182 1.5392 0.0 0.0 0.1
H 0.2396 -4.5593 2.5609 -0.1 0.0 0.0
H -3.7601 -0.4182 5.5301 0.0 0.0 0.0
C -0.0239 3.6156 -1.7705 0.0 0.0 0.1
H 1.4889 -2.9099 -4.5576 0.0 0.0 0.0
C -4.8023 -3.3054 -2.1346 0.0 -0.1 0.4
C 4.5586 -0.5269 -2.2823 -0.1 0.0 -0.1
H -2.3281 0.6061 5.3596 0.0 0.0 0.0
C 0.0805 -0.8619 -5.1582 0.0 0.1 0.0
H 1.8446 -5.3192 -4.2397 0.0 0.0 0.0
H -0.8616 -4.7299 -2.8017 0.0 0.0 0.0
C 3.4286 0.1025 1.0922 -0.2 0.0 -0.1
H -2.6757 3.4249 3.6762 0.0 0.0 0.0
C 1.2699 -0.3378 -4.6388 -0.2 0.1 0.1
S -1.9816 1.3978 -2.9138 -0.1 -0.2 0.0
C 0.7314 -0.3357 -7.4155 0.0 0.0 0.0
H 1.5911 -4.3883 1.4291 -0.1 0.0 0.2
H 0.2681 -2.2561 1.9505 0.0 0.0 0.0
C -2.7780 -0.3396 5.0571 0.0 0.0 -0.1
C -5.6177 2.0814 2.7027 0.0 0.1 0.0
C 6.0540 1.3512 -2.4986 0.0 0.0 0.0
C 2.3096 -5.1448 -2.1524 0.0 0.0 0.0
C -3.1468 3.3452 0.1123 -0.1 0.1 0.1
C 5.8394 0.0087 -2.2196 0.1 0.0 -0.1
H -0.6477 -1.2838 -4.4776 0.0 0.1 0.0
H 2.4779 -6.2069 -2.0159 0.0 0.0 0.0
C 2.3214 2.2910 0.1482 0.1 -0.2 0.0
C -4.3001 -5.2666 -0.0707 -0.2 0.3 0.0
C 0.5818 0.8893 2.4655 0.1 -0.2 -0.1
H -0.1030 -2.7509 4.3419 0.0 0.0 0.0
C -1.0976 2.5459 -3.7209 -0.2 0.1 0.3
C 1.7559 -3.2789 -3.5744 0.0 0.0 0.0
C -1.0260 -4.2053 -0.7388 -0.3 0.0 0.2
H 1.6774 1.6579 -0.4600 0.0 0.1 -0.1
H 3.7298 1.3401 6.0098 0.0 0.0 0.0
H 0.5271 -0.3357 -8.4802 0.0 0.0 0.0
C -2.9834 1.5528 1.9005 -0.4 0.1 0.2
C -4.8908 1.0716 3.3094 0.0 0.1 0.1
N -1.2478 2.8480 -5.0399 0.2 0.1 -0.2
H -3.4479 5.1893 1.2137 0.0 0.0 0.0
H -0.2993 2.7103 -1.2344 0.0 0.0 0.0
N -0.1942 3.3913 -3.1822 0.0 -0.1 -0.2
H 5.2552 1.9058 1.9382 0.0 0.0 0.0
H -0.1511 5.3656 -3.9074 0.0 0.0 0.0
C -3.6558 -1.7012 3.1287 0.1 0.1 0.0
H 4.4120 -1.5787 -2.0629 0.0 0.0 0.0
H -3.6637 -4.6518 1.8888 0.0 -0.1 0.0
Tl -0.7853 -0.3504 -0.3661 0.0 -0.3 -0.1
H 3.7086 2.5516 2.5013 0.0 0.0 0.1
C -0.2558 3.7559 6.0624 -0.1 0.0 0.0
H 2.7565 -4.6428 -0.1131 0.0 0.0 -0.1
H -0.7413 4.6074 -6.0782 0.1 0.0 0.0
H -2.5814 -5.8264 1.1118 -0.1 0.0 0.1
S -2.1127 -3.5431 0.5606 0.0 -0.2 0.0
H -4.9596 -6.0229 0.3603 0.0 -0.1 -0.1
C 3.5783 1.5398 0.5838 -0.1 0.1 0.2
H 3.1298 0.5647 -5.2039 0.0 0.0 -0.1
C 0.8029 -2.2333 4.0140 -0.1 0.1 -0.1
H 5.5008 -0.1522 0.6500 0.0 0.0 0.0
H -2.4711 -5.0164 -2.1391 0.1 -0.1 -0.1
H 7.0535 1.7673 -2.4525 0.0 0.0 0.0
H 1.7473 2.6567 1.0003 -0.1 0.0 0.0
N 1.0027 0.0789 1.5237 -0.4 0.1 0.0
C 2.3491 -1.8703 2.0496 -0.1 0.2 0.0
C 1.9261 0.1753 -6.9288 0.0 0.0 0.0
H -6.6251 2.3066 3.0314 0.0 0.0 0.0
C 0.7221 2.8539 5.5681 -0.1 -0.1 -0.2
C 3.4561 0.2568 -2.6212 -0.2 0.0 0.2
H -2.2958 2.7843 -0.2733 0.0 0.0 0.0
H -1.8230 4.5112 1.3773 0.0 0.1 0.0
H -3.9351 -1.3733 -2.6398 0.0 0.0 0.0
H -4.9400 4.2400 -0.7592 0.0 0.0 0.0
H 6.6784 -0.6267 -1.9560 0.0 0.0 0.0
H 2.6666 0.5668 -7.6189 0.0 0.0 0.0
C 0.4172 2.2152 4.3701 0.0 0.0 0.0
H -4.6833 -1.6775 3.4977 0.0 0.0 0.0
C 1.1143 -2.5912 2.5567 0.0 0.0 0.1
C -3.7537 2.5241 1.2284 0.2 -0.1 0.0
C 2.4604 -4.2671 -1.0872 0.2 -0.1 0.0
N -1.6524 1.3170 1.5429 0.5 -0.1 -0.1
H 5.6492 -2.4509 1.5086 0.0 0.0 0.0
C 2.1836 0.1744 -5.5610 0.1 0.0 0.1
C 2.7858 1.5993 5.5449 0.1 0.0 0.1
H -1.1225 -1.2846 -6.8872 0.0 0.0 0.0
H -0.6779 -5.1869 -0.4039 0.1 0.0 0.0
H 1.3541 4.4550 -4.1314 0.0 0.0 0.0
H -3.6834 -1.7965 2.0415 -0.1 0.0 0.0
H -3.4026 -2.0129 -1.0896 -0.1 0.1 0.1
C 1.9540 -4.6433 -3.3980 0.0 0.0 0.0
```
Positions in Å, forces in eV/Å.

The lowest unoccupied orbital energy (alpha / beta) comes out at 2.125 / 2.125 eV. The HOMO energy (alpha / beta) comes out at -3.395 / -3.782 eV. As for the expectation value of S²: 0.77. The value obtained for the HOMO-LUMO gap (alpha / beta) is 5.5 / 5.9 eV. As for the multiplicity: 2. As for the charge: -1.